(1)
ORCA calculation (ωB97M-V/def2-TZVPD) on C33H61BiI2N6O8P2S4SbSi as an isolated structure.

- E_HOMO: -4.6 eV
- Gap between HOMO and LUMO: 6.17 eV
- LUMO: 1.620 eV
- Net charge: -1

Geometry as XYZ:
```
119
C33H61BiI2N6O8P2S4SbSi | the OMol25 dataset | ωB97M-V/def2-TZVPD
Bi 0.6416 -0.5627 1.1093
C -4.5858 1.9443 3.4753
N -3.4461 2.4510 2.7223
C -2.6582 3.4669 3.4198
P -2.6688 1.6512 1.5251
O -1.2272 1.3912 1.6353
O -3.5528 0.2928 1.4130
P -3.1759 -1.2592 1.2162
O -1.7498 -1.4845 0.8872
N -3.6374 -2.1137 2.5222
C -2.6968 -2.8669 3.3470
C -4.9412 -1.9071 3.1239
N -4.3290 -1.6390 0.0868
C -4.3744 -3.0355 -0.3319
C -4.7936 -0.7254 -0.9440
N -2.9771 2.5288 0.1595
C -4.2727 3.1200 -0.1060
C -2.1461 2.3347 -1.0228
H -5.1787 2.7996 3.8117
H -4.2727 1.3650 4.3445
H -5.2150 1.3256 2.8392
H -3.2779 4.3506 3.5941
H -1.8022 3.7545 2.8101
H -2.2843 3.0737 4.3685
H -1.7442 -2.9626 2.8344
H -3.1139 -3.8623 3.5306
H -2.5207 -2.3538 4.2942
H -5.5927 -1.3608 2.4430
H -4.8485 -1.3473 4.0595
H -5.4066 -2.8726 3.3432
H -4.1101 -3.6838 0.5016
H -3.6828 -3.2339 -1.1553
H -5.3898 -3.2796 -0.6533
H -4.7312 0.3003 -0.5960
H -5.8413 -0.9498 -1.1639
H -4.2232 -0.8222 -1.8699
H -4.7916 3.3177 0.8293
H -4.9031 2.4748 -0.7317
H -4.1386 4.0671 -0.6352
H -1.2172 1.8387 -0.7482
H -1.8942 3.3053 -1.4580
H -2.6653 1.7416 -1.7843
S -1.5409 0.2493 4.8894
Sb 0.5115 -0.6983 5.2213
S 0.9351 -1.9519 3.1745
S 1.6282 1.6648 2.7427
S 2.0709 1.2062 4.6696
O 0.7177 1.9376 -0.8797
N 0.8113 3.1474 -0.7548
I 3.5609 0.7216 1.3711
I 6.1911 0.1497 -0.2004
N 1.6362 3.5908 0.1179
C 2.5517 4.4308 0.3593
C 3.5633 4.7586 -0.6768
C 4.0260 6.0662 -0.8236
C 4.9440 6.3670 -1.8154
C 5.4214 5.3626 -2.6487
C 4.9696 4.0602 -2.5000
C 4.0322 3.7583 -1.5240
C 2.6337 4.9925 1.7267
C 3.8562 5.3786 2.2682
C 3.9234 5.8221 3.5806
C 2.7739 5.8851 4.3535
C 1.5517 5.4994 3.8170
C 1.4832 5.0494 2.5115
H 3.6581 6.8437 -0.1657
H 5.2940 7.3846 -1.9338
H 6.1558 5.5963 -3.4090
H 5.3583 3.2655 -3.1220
H 3.6970 2.7384 -1.3916
H 4.7582 5.2962 1.6764
H 4.8796 6.0992 4.0047
H 2.8314 6.2172 5.3822
H 0.6580 5.5234 4.4267
H 0.5447 4.7109 2.0923
C 0.0864 -2.3522 -4.2841
C -0.2741 -1.2656 -3.2759
C 0.1133 0.1077 -3.8087
C -1.7581 -1.3140 -2.9436
O 0.4307 -1.4305 -2.0489
Si 1.0225 -2.7708 -1.3024
O 1.5107 -2.2607 0.1394
O 2.2105 -3.4955 -2.1664
C 3.5831 -3.0745 -2.2938
C 4.1466 -3.8903 -3.4492
C 4.3293 -3.3879 -1.0039
C 3.6433 -1.5884 -2.6201
O -0.2073 -3.8629 -1.2477
C -0.1300 -5.2161 -0.7841
C -1.5304 -5.5719 -0.3030
C 0.8604 -5.3403 0.3712
C 0.2815 -6.1080 -1.9505
H -0.4809 -2.1997 -5.2054
H -0.1489 -3.3420 -3.8901
H 1.1505 -2.3218 -4.5198
H -0.4623 0.3492 -4.7054
H 1.1753 0.1271 -4.0584
H -0.0661 0.8673 -3.0465
H -2.3688 -1.0694 -3.8169
H -1.9633 -0.5971 -2.1465
H -2.0212 -2.3099 -2.5830
H 4.0614 -4.9564 -3.2310
H 5.1987 -3.6477 -3.6082
H 3.5940 -3.6786 -4.3668
H 4.3222 -4.4660 -0.8228
H 3.8585 -2.8855 -0.1597
H 5.3616 -3.0421 -1.0670
H 3.1034 -1.3837 -3.5480
H 4.6777 -1.2632 -2.7240
H 3.1998 -0.9925 -1.8201
H -1.8182 -4.9035 0.5105
H -1.5670 -6.6027 0.0551
H -2.2459 -5.4596 -1.1197
H 0.6268 -4.6172 1.1535
H 1.8805 -5.1510 0.0321
H 0.8197 -6.3469 0.7929
H -0.4680 -6.0596 -2.7438
H 0.3735 -7.1464 -1.6236
H 1.2381 -5.7753 -2.3522
```

=====

(2)
ORCA calculation (ωB97M-V/def2-TZVPD) on C33H61BiI2N6O8P2S4SbSi as an isolated structure.

- E_HOMO (alpha / beta): -4.3 / -4.3 eV
- Gap between HOMO and LUMO (alpha / beta): 5.03 / 5.03 eV
- LUMO (alpha / beta): 0.715 / 0.715 eV
- Net charge: -1

Geometry as XYZ:
```
119
C33H61BiI2N6O8P2S4SbSi | the OMol25 dataset | ωB97M-V/def2-TZVPD
Bi 0.2315 -0.6714 0.1475
C -3.8834 2.5680 2.3470
N -2.6803 2.6709 3.1794
C -2.5825 3.9323 3.8953
P -1.3936 1.7436 2.7739
O -1.4667 1.1465 1.4284
O -0.1431 2.7558 2.9920
P 1.2055 2.8478 2.0985
O 1.5476 1.5711 1.4382
N 2.3541 3.2490 3.2029
C 2.3042 4.5076 3.9160
C 3.1692 2.2196 3.8257
N 0.9476 4.1140 1.1161
C 1.3587 3.9978 -0.2937
C -0.0658 5.1362 1.3527
N -1.1600 0.6449 3.9871
C -0.3032 -0.5036 3.6874
C -0.9691 1.1761 5.3277
H -3.9293 3.3933 1.6340
H -4.7654 2.5744 2.9919
H -3.8692 1.6404 1.7824
H -2.7648 4.7717 3.2169
H -1.5991 4.0580 4.3414
H -3.3319 3.9696 4.6912
H 1.7569 5.2504 3.3394
H 3.3176 4.8853 4.0723
H 1.8250 4.4005 4.8975
H 3.1363 1.3142 3.2262
H 2.8257 1.9900 4.8418
H 4.2059 2.5599 3.8812
H 2.0790 3.1933 -0.4175
H 1.8261 4.9335 -0.6068
H 0.4900 3.7966 -0.9234
H -0.3895 5.1298 2.3907
H -0.9344 4.9698 0.7135
H 0.3560 6.1196 1.1276
H -0.7280 -1.0689 2.8610
H -0.2922 -1.1609 4.5565
H 0.7311 -0.2108 3.4665
H -1.7410 1.9104 5.5574
H 0.0146 1.6453 5.4579
H -1.0617 0.3591 6.0448
S -2.7145 3.7372 -0.9813
Sb -3.1556 1.9135 -2.1974
S -1.2445 0.0197 -2.1217
S -0.1069 1.4141 -3.2075
S -1.7299 2.2977 -4.1926
O 2.9997 -1.1243 1.0102
N 2.1423 -1.5245 1.7159
I 2.7439 0.2499 -1.3335
I 3.8809 1.6915 -3.6314
N 0.7440 -2.3650 -1.1606
C 0.6506 -3.6083 -1.2650
C 0.3332 -4.5944 -0.1719
C 0.6713 -4.1886 1.2033
C 0.2428 -4.6209 2.3909
C -0.8018 -5.6366 2.7593
C -0.6829 -6.7821 0.5216
C -0.1956 -5.7796 -0.4751
C 0.8150 -4.1422 -2.6754
C -0.2705 -4.5849 -3.4249
C -0.1047 -4.9681 -4.7492
C 1.1480 -4.8989 -5.3435
C 2.2279 -4.4270 -4.6093
C 2.0583 -4.0437 -3.2876
H 1.4413 -3.4277 1.2420
H 0.7235 -4.1621 3.2525
H -0.2965 -6.4462 3.2986
H -1.1716 -7.6003 -0.0104
H -0.3190 -6.0410 -1.5182
H -1.2595 -4.5983 -2.9811
H -0.9578 -5.3156 -5.3183
H 1.2772 -5.1896 -6.3782
H 3.2043 -4.3465 -5.0700
H 2.8912 -3.6409 -2.7244
C -6.4418 -2.0872 -0.4382
C -4.9837 -1.6513 -0.3922
C -4.3870 -1.6688 -1.7932
C -4.8741 -0.2615 0.2275
O -4.3007 -2.6136 0.4083
Si -2.8619 -2.4676 1.2001
O -1.7123 -1.7553 0.3475
O -2.5608 -4.0144 1.6934
C -2.8116 -5.3223 1.1922
C -4.0674 -5.8428 1.8859
C -1.6217 -6.2501 1.6254
C -3.0881 -5.3143 -0.3121
O -3.1042 -1.5994 2.5941
C -3.9263 -1.8638 3.7306
C -4.3712 -0.5175 4.2859
C -3.0820 -2.6064 4.7640
C -5.1608 -2.6876 3.3842
H -7.0417 -1.3597 -0.9880
H -6.8422 -2.1780 0.5729
H -6.5297 -3.0576 -0.9299
H -4.8284 -0.8916 -2.4201
H -4.5615 -2.6406 -2.2604
H -3.3086 -1.5121 -1.7451
H -5.3626 0.4788 -0.4081
H -3.8240 0.0190 0.3593
H -5.3478 -0.2429 1.2121
H -3.9295 -5.8567 2.9703
H -4.2931 -6.8564 1.5475
H -4.9157 -5.2011 1.6458
H -1.4789 -5.1673 3.4785
H 0.1849 -7.2173 1.0325
H -2.0946 -7.1391 2.0535
H -4.0514 -4.8411 -0.4943
H -3.1106 -6.3337 -0.7031
H -2.3387 -4.7407 -0.8519
H -3.5065 0.1285 4.4263
H -4.8817 -0.6514 5.2429
H -5.0561 -0.0280 3.5908
H -2.3401 -1.9351 5.1987
H -2.5611 -3.4335 4.2801
H -3.7072 -3.0024 5.5673
H -5.7756 -2.1705 2.6472
H -5.7549 -2.8502 4.2859
H -4.8819 -3.6524 2.9680
```

=====

Relative energy of each structure, in kJ/mol: (1) 0.0; (2) 388.4.